1.
A structure of composition C3HNaO2 at a distorted geometry. Source: the OMol25 dataset; level of theory: the ωB97M-V functional and the def2-TZVPD basis.

Summary:
* ΔE to the lowest compared entry with this formula, charge and spin: 4.056 eV
* total energy: -11624.674 eV
* molecular weight: 92.03 g/mol
* multiplicity: 2
* max |F|: 0.107 hartree/bohr
* charge: +1

Geometry (Å):
C (2.6750, -0.4276, 0.2508)
C (1.4822, -0.8990, 0.2006)
Na (4.8485, 0.7107, 0.4147)
O (-0.6548, -3.3140, -0.0715)
C (-0.7973, -2.1296, 0.0144)
O (-1.9188, -1.4868, 0.0305)
H (-1.7965, -0.5328, -0.0997)

Atomic partial charges in e from the Mulliken method, atoms 1 to 4: atom 1 (C): -0.5114, atom 2 (C): -0.1133, atom 3 (Na): 1.0336, atom 4 (O): -0.1893


2.
A structure of composition C3HNiO3 at a distorted geometry. Source: the OMol25 dataset; level of theory: the ωB97M-V functional and the def2-TZVPD basis.

Summary:
* ΔE to the lowest compared entry with this formula, charge and spin: 0.991 eV
* total energy: -50305.387 eV
* molecular weight: 143.73 g/mol
* multiplicity: 4
* max |F|: 0.063 hartree/bohr
* charge: 0

Geometry (Å):
H (1.4945, 0.2737, 1.6145)
O (-0.4179, 2.5912, 0.8471)
C (-0.0511, 1.4953, 0.9805)
C (0.5136, 0.3010, 1.1308)
O (-0.0947, -0.8803, 0.8019)
C (-0.3355, -1.3763, -0.6412)
O (-1.4524, -1.5581, -1.0416)
Ni (1.6889, -1.1519, -1.1950)

Atomic partial charges in e from the Mulliken method, atoms 1 to 4: atom 1 (H): 0.4467, atom 2 (O): -0.4025, atom 3 (C): 0.5335, atom 4 (C): -0.5615


3.
A structure of composition C3HO2Pb at a distorted geometry. Source: the OMol25 dataset; level of theory: the ωB97M-V functional and the def2-TZVPD basis.

Summary:
* ΔE to the lowest compared entry with this formula, charge and spin: 4.918 eV
* total energy: -12455.529 eV
* molecular weight: 276.24 g/mol
* max |F|: 0.185 hartree/bohr
* charge: +1

Geometry (Å):
C (0.1630, 1.5506, -1.3117)
H (0.3232, 2.0624, -2.2445)
C (0.0582, 0.8916, -0.3025)
O (-0.4563, 0.4708, 1.5088)
C (0.2772, -0.2885, 0.8128)
Pb (-0.1963, -3.2724, 1.1457)
O (-0.1690, -1.4146, 0.3914)

Atomic partial charges in e from the Mulliken method, atoms 1 to 4: atom 1 (C): 0.1872, atom 2 (H): 0.4321, atom 3 (C): -0.5758, atom 4 (O): -0.3218


4.
The ion C3HO4 with charge -1 at a distorted geometry. Source: the OMol25 dataset; level of theory: the ωB97M-V functional and the def2-TZVPD basis.

Summary:
* ΔE to the lowest compared entry with this formula, charge and spin: 0.649 eV
* total energy: -11317.460 eV
* molecular weight: 101.04 g/mol
* SMILES: O=C([O-])[C@@H]1OC1=O
* max |F|: 0.057 hartree/bohr
* charge: -1

Geometry (Å):
O (1.1268, 1.9107, -0.2921)
C (0.1895, 1.2039, -0.6634)
O (-0.8267, 1.3904, -1.3114)
C (0.3673, -0.3630, -0.1365)
O (-0.6503, -1.3822, -0.4262)
C (-0.5714, -0.8967, 0.8059)
O (-1.0185, -0.9920, 1.9030)
H (1.3833, -0.8710, 0.1207)

Atomic partial charges in e from the Mulliken method, atoms 1 to 4: atom 1 (O): -0.6823, atom 2 (C): 0.5176, atom 3 (O): -0.6540, atom 4 (C): 0.1266


5.
A structure of composition C3HOTl at a distorted geometry. Source: the OMol25 dataset; level of theory: the ωB97M-V functional and the def2-TZVPD basis.

Summary:
* ΔE to the lowest compared entry with this formula, charge and spin: 0.000 eV
* total energy: -9821.346 eV
* molecular weight: 257.42 g/mol
* multiplicity: 2
* max |F|: 0.170 hartree/bohr
* charge: +3

Geometry (Å):
O (-0.6522, 0.0003, -1.3488)
C (0.2591, 0.1142, -0.5712)
C (0.7621, -0.4508, 0.5722)
C (0.5912, 0.0142, 1.7060)
H (0.4006, 0.2868, 2.7344)
Tl (-1.3608, 0.0353, -3.0925)

Atomic partial charges in e from the Mulliken method, atoms 1 to 4: atom 1 (O): -0.1237, atom 2 (C): 0.8727, atom 3 (C): -0.1113, atom 4 (C): 0.4352


6.
A cluster of 2 separate species, C3N2O in total at a distorted geometry. Source: the OMol25 dataset; level of theory: the ωB97M-V functional and the def2-TZVPD basis.

Summary:
* ΔE to the lowest compared entry with this formula, charge and spin: 0.218 eV
* total energy: -8136.440 eV
* molecular weight: 80.05 g/mol
* max |F|: 0.127 hartree/bohr
* charge: 0

Geometry (Å):
C (-1.1511, 0.6132, -0.1680)
C (-1.6388, -0.6891, 0.3175)
C (2.2970, -0.0572, -0.3966)
N (-0.8697, 1.7085, -0.3982)
N (-1.9732, -1.6636, 0.7581)
O (3.3358, 0.0883, -0.1127)

Atomic partial charges in e from the Mulliken method, atoms 1 to 4: atom 1 (C): 0.2827, atom 2 (C): 0.2351, atom 3 (C): 0.0949, atom 4 (N): -0.2798


7.
The molecule C3N2O at a distorted geometry. Source: the OMol25 dataset; level of theory: the ωB97M-V functional and the def2-TZVPD basis.

Summary:
* ΔE to the lowest compared entry with this formula, charge and spin: 1.267 eV
* total energy: -8135.390 eV
* molecular weight: 80.05 g/mol
* SMILES: N#CC(=O)C#N
* max |F|: 0.044 hartree/bohr
* charge: 0

Geometry (Å):
N (-0.9428, 0.8221, -1.3909)
C (0.1738, 0.5444, -1.2326)
C (0.7629, -0.1039, -0.0490)
O (1.8947, -0.3967, 0.1724)
C (-0.4871, -0.3358, 0.9013)
N (-1.4016, -0.5301, 1.5988)

Atomic partial charges in e from the Mulliken method, atoms 1 to 4: atom 1 (N): -0.2535, atom 2 (C): 0.1512, atom 3 (C): 0.5229, atom 4 (O): -0.3733


8.
The molecule C3N2O at a distorted geometry. Source: the OMol25 dataset; level of theory: the ωB97M-V functional and the def2-TZVPD basis.

Summary:
* ΔE to the lowest compared entry with this formula, charge and spin: 3.391 eV
* total energy: -8133.267 eV
* molecular weight: 80.05 g/mol
* max |F|: 0.020 hartree/bohr
* charge: 0

Geometry (Å):
O (-0.4334, 0.6147, 0.2058)
C (0.3550, -0.1636, -0.5495)
C (-1.6874, 0.2014, 0.1067)
N (-2.7415, -0.2695, 0.1168)
C (1.7074, -0.0551, -0.0853)
N (2.7999, -0.3278, 0.2055)

Atomic partial charges in e from the Mulliken method, atoms 1 to 4: atom 1 (O): -0.1579, atom 2 (C): -0.2663, atom 3 (C): 0.5882, atom 4 (N): -0.3099


9.
A cluster of 2 separate species, C3N2O2 in total at a distorted geometry. Source: the OMol25 dataset; level of theory: the ωB97M-V functional and the def2-TZVPD basis.

Summary:
* ΔE to the lowest compared entry with this formula, charge and spin: 0.710 eV
* total energy: -10184.668 eV
* molecular weight: 96.04 g/mol
* max |F|: 0.067 hartree/bohr
* charge: 0

Geometry (Å):
C (1.3337, -0.6671, 0.4981)
C (-1.1823, 2.1169, 0.4250)
C (-0.7480, -1.1237, -0.5194)
N (2.3318, -0.2676, 0.9341)
N (0.3295, -1.2631, -0.0167)
O (-0.3201, 2.4475, -0.2248)
O (-1.7445, -1.2429, -1.0963)

Atomic partial charges in e from the Mulliken method, atoms 1 to 4: atom 1 (C): 0.4586, atom 2 (C): 0.0980, atom 3 (C): 0.5988, atom 4 (N): -0.4056


10.
The molecule C3N2O4 at a distorted geometry. Source: the OMol25 dataset; level of theory: the ωB97M-V functional and the def2-TZVPD basis.

Summary:
* ΔE to the lowest compared entry with this formula, charge and spin: 5.792 eV
* total energy: -14273.636 eV
* molecular weight: 128.04 g/mol
* SMILES: O=C=NO[C@]12ON1C2=O
* max |F|: 0.053 hartree/bohr
* charge: 0

Geometry (Å):
O (-2.6539, -0.8749, 0.3936)
C (-1.9084, -0.0110, 0.2566)
N (-1.3856, 1.0799, 0.2054)
O (-0.0822, 1.4124, -0.1349)
C (0.6384, 0.4270, -0.5978)
O (0.0672, -0.7221, -1.0633)
N (0.6848, -1.0152, 0.2049)
C (1.7939, -0.2553, 0.1386)
O (2.8457, -0.0408, 0.5970)

Atomic partial charges in e from the Mulliken method, atoms 1 to 4: atom 1 (O): -0.3485, atom 2 (C): 0.6848, atom 3 (N): -0.2939, atom 4 (O): -0.1285


11.
A cluster of 2 separate species, C3N3P in total at a distorted geometry. Source: the OMol25 dataset; level of theory: the ωB97M-V functional and the def2-TZVPD basis.

Summary:
* ΔE to the lowest compared entry with this formula, charge and spin: 3.861 eV
* total energy: -16863.556 eV
* molecular weight: 109.03 g/mol
* max |F|: 0.073 hartree/bohr
* charge: 0

Geometry (Å):
C (-2.2760, -0.8202, 0.3096)
C (1.3802, 1.7293, -0.6620)
C (0.6260, -0.8080, 0.3232)
N (-3.0631, -1.3676, 0.9096)
N (1.9899, 2.6969, -0.8853)
N (0.8259, -1.6551, 1.0886)
P (0.5172, 0.2247, -1.0837)

Atomic partial charges in e from the Mulliken method, atoms 1 to 4: atom 1 (C): 0.0946, atom 2 (C): 0.2767, atom 3 (C): 0.2792, atom 4 (N): -0.1939


12.
A cluster of 2 separate species, C3NO4 in total at a distorted geometry. Source: the OMol25 dataset; level of theory: the ωB97M-V functional and the def2-TZVPD basis.

Summary:
* ΔE to the lowest compared entry with this formula, charge and spin: 0.000 eV
* total energy: -12793.247 eV
* molecular weight: 114.04 g/mol
* max |F|: 0.086 hartree/bohr
* charge: -1

Geometry (Å):
C (1.2736, -0.6924, 0.5098)
C (-1.9088, 0.0995, -0.1420)
C (1.0106, 0.5190, -0.1991)
N (1.5653, -1.6557, 1.0615)
O (2.0014, 1.2916, -0.1905)
O (-0.0847, 0.6981, -0.8088)
O (-1.5937, -0.4043, 0.8244)
O (-2.6392, 0.4871, -0.9909)

Atomic partial charges in e from the Mulliken method, atoms 1 to 4: atom 1 (C): 0.3324, atom 2 (C): 0.7682, atom 3 (C): 0.5731, atom 4 (N): -0.4752


Among the records above, which one has the highest charge?
C3HOTl


Look up the molecular weight of the tenth one.
128.04 g/mol


The highest charge belongs to which entry?
C3HOTl